(1)
# C27H31N2

The ion C27H31N2 with charge +1 (ωB97M-V/def2-TZVPD, OMol25).

Geometry (Å):
C 2.62 1.96 3.22
C 1.17 1.74 2.88
C 0.51 0.57 3.22
C -0.81 0.32 2.82
C -1.45 1.18 1.93
N -2.85 0.94 1.53
C -3.80 -0.43 0.90
C -3.19 -0.56 -0.51
C -3.43 -1.72 -1.26
C -2.80 -1.89 -2.49
C -1.86 -0.98 -2.98
C -1.16 -1.28 -4.26
C -1.62 0.17 -2.23
C -2.33 0.41 -1.06
C -5.31 -0.47 0.89
C -6.19 -0.88 1.93
C -6.08 -0.93 3.46
C -5.06 -1.99 3.94
C -7.42 -1.30 4.10
C -5.71 0.48 3.90
N -7.44 -1.08 1.42
C -7.45 -0.81 0.06
C -8.48 -1.11 -0.83
C -8.19 -0.92 -2.17
C -6.98 -0.37 -2.60
C -5.99 -0.01 -1.67
C -6.15 -0.36 -0.32
C -0.82 2.39 1.61
C 0.50 2.63 2.05
H 2.99 2.94 2.90
H 2.79 1.84 4.29
H 3.29 1.25 2.72
H 1.05 -0.21 3.75
H -1.34 -0.57 3.18
H -3.22 1.73 0.98
H -3.47 0.82 2.34
H -3.44 -1.27 1.58
H -4.14 -2.47 -0.90
H -3.05 -2.78 -3.07
H -0.36 -0.58 -4.46
H -0.75 -2.30 -4.19
H -1.86 -1.28 -5.11
H -0.89 0.94 -2.50
H -2.17 1.40 -0.60
H -4.03 -1.80 3.54
H -5.01 -1.99 5.05
H -5.42 -2.99 3.61
H -8.20 -0.57 3.86
H -7.75 -2.31 3.82
H -7.31 -1.31 5.19
H -6.62 1.09 3.88
H -5.30 0.46 4.92
H -4.97 0.95 3.23
H -8.26 -1.35 1.97
H -9.46 -1.48 -0.49
H -8.93 -1.20 -2.91
H -6.77 -0.25 -3.67
H -5.07 0.49 -1.99
H -1.33 3.12 0.99
H 1.03 3.50 1.67

As for the energy above the lowest of the compared OMol25 structures with the same formula, charge and spin: 97.0 kJ/mol. Its SMILES is Cc1ccc([NH2+][C@H](c2ccc(C)cc2)c2c(C(C)(C)C)[nH]c3ccccc23)cc1. As for the energy: -31475.6033 eV. As for the total charge: +1.

Atom-resolved charges from Mulliken, all expressed in e: -1.3954 0.7603 -0.6551 -0.4027 0.3065 -0.2259 0.8700 -0.6276 0.0489 -0.9690 1.0008 -1.5239 -1.1646 0.0667 1.0002 -1.5387 2.2317 -1.3325 -2.2856 -1.0616 0.0428 -0.4307 -0.8061 -0.5317 -0.7471 -0.2010 0.7656 -0.5266 -0.8219 0.3547 0.3625 0.3201 0.3938 0.3988 0.6126 -0.0203 0.3452 0.3964 0.4061 0.3584 0.3727 0.3259 0.3547 0.1951 0.1393 0.4709 0.3636 0.4862 0.4446 0.4468 0.4095 0.3974 0.1557 0.3049 0.3892 0.3765 0.3958 0.4783 0.4234 0.2957

(2)
# C27H31N3O6

An isolated molecule of C27H31N3O6 (ωB97M-V/def2-TZVPD, OMol25).

Geometry (Å):
C -1.68 -3.22 -1.55
C -0.18 -2.95 -1.62
O 0.26 -1.98 -0.68
C 0.20 -2.26 0.66
C 0.10 -3.54 1.20
C 0.08 -3.72 2.57
C 0.16 -2.63 3.42
C 0.27 -1.36 2.89
C 0.27 -1.16 1.52
C 0.44 0.23 0.94
C 1.96 0.46 1.05
O 2.53 0.71 2.09
N 2.59 0.28 -0.13
C 4.03 0.27 -0.25
C 4.48 1.25 -1.36
C 5.14 0.39 -2.45
C 4.58 -1.02 -2.22
C 4.53 -1.11 -0.70
N -0.36 1.23 1.62
C 0.30 2.45 2.08
C 1.01 3.12 0.95
C 0.69 3.25 -0.37
C 1.76 3.95 -0.97
C 2.64 4.20 0.03
O 2.20 3.70 1.19
C -1.71 1.20 1.62
O -2.39 2.09 2.10
C -2.38 -0.02 1.00
N -3.76 0.28 0.74
C -4.31 0.05 -0.47
O -3.74 -0.58 -1.36
C -5.67 0.57 -0.63
C -6.53 0.48 -1.70
C -7.70 1.16 -1.32
C -7.48 1.62 -0.05
O -6.26 1.27 0.37
H -1.95 -3.66 -0.59
H -2.24 -2.30 -1.67
H -1.96 -3.90 -2.34
H 0.40 -3.87 -1.51
H 0.07 -2.50 -2.59
H 0.04 -4.40 0.55
H 0.00 -4.72 2.97
H 0.15 -2.77 4.49
H 0.34 -0.50 3.54
H 0.16 0.20 -0.12
H 2.06 -0.02 -0.93
H 4.41 0.55 0.73
H 5.17 2.00 -0.98
H 3.61 1.77 -1.76
H 4.93 0.76 -3.45
H 6.22 0.37 -2.31
H 5.20 -1.79 -2.67
H 3.58 -1.10 -2.64
H 3.88 -1.90 -0.34
H 5.53 -1.28 -0.30
H 1.02 2.22 2.87
H -0.50 3.09 2.48
H -0.21 2.89 -0.85
H 1.84 4.23 -2.00
H 3.59 4.71 0.04
H -2.29 -0.87 1.69
H -1.92 -0.31 0.05
H -4.18 0.95 1.37
H -6.33 -0.02 -2.62
H -8.59 1.30 -1.90
H -8.09 2.19 0.62

As for the energy above the lowest of the compared OMol25 structures with the same formula, charge and spin: 185.3 kJ/mol. Its SMILES is CCOc1ccccc1[C@H](C(=O)NC1CCCC1)N(Cc1ccco1)C(=O)CNC(=O)c1ccco1. As for the energy: -45257.7849 eV. As for the total charge: 0.

Atom-resolved charges from Mulliken, all expressed in e: -0.9846 -0.6419 -0.3100 0.9903 -0.8067 -0.7455 -1.1042 -0.4876 0.0592 0.7688 -1.4456 -0.7188 0.0638 -0.0970 -0.5469 -0.6878 -0.4790 -0.8499 0.0936 -1.1350 0.3549 -0.0581 -0.7901 -0.6666 -0.4195 1.1248 -0.7548 -0.6132 -0.1013 0.3055 -0.7387 0.3785 -0.4497 -0.4422 -0.4359 -0.3410 0.3327 0.1750 0.4550 0.3878 0.4302 0.4100 0.4196 0.4324 0.4270 1.2460 0.3817 0.6718 0.2785 0.0332 0.3944 0.2827 0.4263 0.1484 0.3110 0.2888 0.3408 0.6273 0.6638 0.4926 0.5242 0.0843 0.2223 0.3904 0.5221 0.4499 0.4624

(3)
# C27H31N5O4

A cluster of 2 separate species, C27H31N5O4 in total (ωB97M-V/def2-TZVPD, OMol25).

Geometry (Å):
C 3.39 -1.17 5.76
N 3.95 -1.97 4.65
C 5.36 -2.40 4.75
C 3.15 -2.33 3.55
C 2.02 -1.58 3.23
C 1.21 -1.92 2.14
C 1.52 -3.01 1.34
N 0.67 -3.22 0.27
N 0.86 -4.14 -0.59
C -0.02 -4.19 -1.67
C -1.04 -3.21 -1.80
C -1.93 -3.21 -2.87
C -1.83 -4.19 -3.84
C -0.84 -5.17 -3.75
C 0.08 -5.20 -2.67
C 1.11 -6.29 -2.66
O 1.90 -6.41 -1.74
O 1.12 -7.14 -3.71
C 2.65 -3.78 1.64
C 3.46 -3.44 2.74
H 2.38 -1.49 6.00
H 3.38 -0.11 5.49
H 4.00 -1.29 6.66
H 5.91 -1.76 5.45
H 5.86 -2.33 3.78
H 5.42 -3.43 5.11
H 1.75 -0.71 3.81
H 0.34 -1.32 1.91
H -1.16 -2.42 -1.07
H -2.70 -2.44 -2.93
H -2.53 -4.19 -4.68
H -0.80 -5.92 -4.53
H 1.84 -7.75 -3.51
H 2.90 -4.64 1.02
H 4.32 -4.06 2.95
C -2.10 5.63 -3.83
N -2.28 5.18 -2.45
C -1.30 4.79 -1.64
O -0.13 4.76 -2.01
C -1.63 4.42 -0.18
C -2.11 2.96 -0.04
C -1.15 1.93 -0.60
C -0.01 1.56 0.14
C 0.87 0.59 -0.37
C 0.62 -0.01 -1.61
C -0.51 0.37 -2.36
C -1.39 1.34 -1.85
N -2.55 5.32 0.55
C -3.82 5.60 0.26
C -4.51 6.57 1.18
O -4.43 5.12 -0.68
H -1.63 6.61 -3.84
H -3.06 5.68 -4.34
H -1.44 4.93 -4.36
H -3.22 5.17 -2.08
H -0.67 4.47 0.34
H -2.26 2.75 1.02
H -3.07 2.85 -0.54
H 0.19 2.01 1.10
H 1.75 0.30 0.20
H 1.29 -0.76 -2.00
H -0.70 -0.09 -3.32
H -2.26 1.63 -2.43
H -2.16 5.78 1.35
H -4.60 6.13 2.17
H -3.94 7.49 1.24
H -5.50 6.79 0.79

As for the energy above the lowest of the compared OMol25 structures with the same formula, charge and spin: 268.9 kJ/mol. Its SMILES is CN(C)c1ccc(/N=N/c2ccccc2C(=O)O)cc1.CNC(=O)[C@H](Cc1ccccc1)NC(C)=O. As for the energy: -44142.4319 eV. As for the total charge: 0.

Atom-resolved charges from Mulliken, all expressed in e: -1.1408 0.1462 -1.1443 0.4489 -0.5090 -0.3245 -0.3755 -0.0774 -0.2053 0.0056 -0.3295 -0.6793 -0.5832 -0.6289 0.4972 0.8510 -0.5685 -0.4654 -0.4640 -0.5672 0.3948 0.3078 0.4026 0.3995 0.3962 0.3131 0.3865 0.5484 0.4790 0.4389 0.3829 0.3894 0.3489 0.5307 0.3839 -1.0005 -0.0240 0.0865 -0.7012 0.3550 -1.6270 0.8040 -0.3675 -0.7149 -0.5763 -0.8344 -0.2576 -0.1542 0.8202 -1.3302 -0.7176 0.3035 0.3558 0.3095 0.2628 0.5014 0.5388 0.4192 0.4159 0.5050 0.3976 0.4851 0.4343 0.2762 0.3379 0.3733 0.3345

(4)
# C27H31N7OS2Ti

A structure of composition C27H31N7OS2Ti (ωB97M-V/def2-TZVPD, OMol25).

Geometry (Å):
Ti 0.65 -0.36 -0.20
C 0.29 -2.54 -3.97
C 0.68 -2.04 -2.61
N 0.02 -1.09 -1.97
N -1.03 -0.48 -2.56
C -1.51 0.43 -1.75
O -0.98 0.59 -0.57
C -2.63 1.25 -2.22
C -2.97 2.46 -1.63
C -4.01 3.22 -2.12
C -4.75 2.78 -3.20
C -4.42 1.58 -3.81
C -3.37 0.82 -3.33
C 1.73 -2.60 -1.84
C 2.65 -3.54 -2.34
C 3.55 -4.14 -1.50
C 3.43 -3.87 -0.12
C 2.54 -2.91 0.29
N 1.77 -2.18 -0.52
H -0.59 -1.99 -4.29
H 0.06 -3.60 -3.94
H 1.09 -2.38 -4.69
H -2.38 2.82 -0.79
H -4.25 4.17 -1.65
H -5.57 3.37 -3.58
H -4.98 1.24 -4.67
H -3.10 -0.12 -3.80
H 2.64 -3.77 -3.39
H 4.28 -4.84 -1.87
H 4.04 -4.39 0.60
H 2.40 -2.74 1.35
C -0.12 -1.36 4.21
N -1.27 -0.89 3.50
C -2.08 0.20 4.02
C -3.14 0.39 2.92
N -2.58 -0.36 1.82
C -1.49 -1.06 2.19
S -0.68 -2.13 1.19
H -0.43 -1.74 5.19
H 0.61 -0.56 4.34
H 0.32 -2.17 3.64
H -1.45 1.09 4.14
H -2.51 -0.07 4.99
H -3.30 1.44 2.67
H -4.10 -0.05 3.22
H -2.82 -0.23 0.85
C -0.87 2.59 1.39
C 0.26 1.86 2.05
C 0.84 2.27 3.22
C 1.97 1.46 3.41
C 2.02 0.60 2.33
C 3.13 -0.36 2.06
N 0.95 0.82 1.49
H -1.19 3.41 2.04
H -1.72 1.95 1.19
H -0.53 3.02 0.45
H 0.52 3.08 3.85
H 2.68 1.51 4.22
H 4.05 0.06 2.48
H 3.27 -0.51 0.98
H 2.96 -1.32 2.55
S 3.19 3.00 -1.96
C 3.27 1.58 -2.95
C 2.58 0.57 -2.38
N 1.97 0.85 -1.19
C 2.21 2.12 -0.85
H 3.81 1.58 -3.87
H 2.51 -0.42 -2.81
H 1.87 2.58 0.06

The expectation value of S² is 2.019. As for the energy above the lowest of the compared OMol25 structures with the same formula, charge and spin: 61.8 kJ/mol. The multiplicity is 3. As for the energy: -85768.7319 eV. As for the total charge: 0.

Atom-resolved charges from Mulliken, all expressed in e: -0.3492 -1.8073 1.0536 1.1601 -1.4096 0.2212 0.0474 0.0803 -0.0260 -0.8856 -0.3728 -0.7353 -0.4858 0.3687 -1.2955 -0.5059 -1.1625 -0.0171 0.8958 0.3993 0.3420 0.2958 0.4389 0.4055 0.3943 0.3871 0.4542 0.4097 0.4407 0.4491 0.1799 -0.9722 0.1392 -0.3196 -0.6948 0.0742 0.3239 -0.6053 0.3467 0.2979 0.2679 0.1123 0.4466 0.3364 0.3661 0.1739 -0.7878 0.0159 -0.6929 -1.6588 0.4088 -1.4676 1.9382 0.3346 -0.2141 0.1924 0.5908 0.4806 0.4686 0.3016 0.0593 -0.1597 -0.2339 -0.8710 0.8894 -0.2850 0.4724 0.3058 0.2481

(5)
# C27H32BF2N3OSSb2Se2Tc

A structure of composition C27H32BF2N3OSSb2Se2Tc (ωB97M-V/def2-TZVPD, OMol25).

Geometry (Å):
Tc -2.67 0.73 -0.72
C 0.85 -0.10 2.69
Sb 1.84 1.11 1.24
C 1.92 2.84 2.48
C 3.92 0.48 1.79
C 4.04 -0.97 1.98
C 3.86 -1.54 3.26
C 3.98 -2.88 3.46
C 4.28 -3.75 2.37
C 4.45 -3.24 1.12
C 4.34 -1.84 0.88
C 4.48 -1.31 -0.46
Sb 2.44 -1.41 -1.48
C 3.27 -1.92 -3.38
C 1.92 -3.41 -0.97
H 1.27 0.08 3.68
H 0.92 -1.16 2.44
H -0.21 0.19 2.69
H 2.38 2.58 3.44
H 0.90 3.18 2.67
H 2.48 3.64 2.01
H 4.08 1.04 2.71
H 4.51 0.90 0.97
H 3.66 -0.88 4.10
H 3.86 -3.29 4.45
H 4.38 -4.82 2.54
H 4.69 -3.90 0.29
H 5.08 -1.93 -1.14
H 4.74 -0.25 -0.53
H 3.95 -2.76 -3.27
H 3.81 -1.07 -3.81
H 2.45 -2.20 -4.05
H 2.68 -4.10 -1.32
H 0.98 -3.62 -1.49
H 1.77 -3.52 0.10
Se -4.83 1.83 -2.44
Se -3.55 1.51 -4.34
C -1.77 1.68 -3.66
C -0.83 2.01 -4.63
C 0.47 2.29 -4.24
C 0.78 2.26 -2.88
C -0.19 1.89 -1.99
N -1.46 1.58 -2.37
C -5.09 -0.04 -2.13
C -6.25 -0.70 -2.46
C -6.30 -2.08 -2.27
C -5.18 -2.73 -1.78
C -4.06 -1.99 -1.46
N -4.01 -0.66 -1.62
H -1.13 2.07 -5.67
H 1.21 2.56 -4.97
H 1.77 2.51 -2.52
H 0.02 1.84 -0.93
H -7.10 -0.15 -2.86
H -7.19 -2.63 -2.52
H -5.17 -3.80 -1.63
H -3.18 -2.47 -1.05
O -1.75 2.11 0.48
N -2.39 2.56 1.57
C -1.92 3.71 2.12
C -2.49 4.20 3.25
C -3.56 3.50 3.83
C -4.01 2.34 3.26
C -3.41 1.86 2.09
S -3.93 0.42 1.26
H -1.10 4.16 1.58
H -2.11 5.12 3.67
H -4.03 3.88 4.73
H -4.83 1.78 3.68
F -0.80 -1.33 -1.74
B -1.23 -0.75 -0.58
F -0.65 -1.24 0.51

The expectation value of S² is 3.783. The multiplicity is 4. As for the energy: -197936.1338 eV. As for the total charge: +2.

Atom-resolved charges from Mulliken, all expressed in e: 0.4216 -1.2913 0.7777 -1.3118 -1.9686 0.9372 -0.4949 -0.6178 -0.6130 -0.5416 1.0007 -1.7413 0.6732 -1.3966 -1.3473 0.4870 0.3295 0.2844 0.4538 0.2952 0.4007 0.6702 0.5674 0.4608 0.4441 0.4497 0.4883 0.6922 0.4059 0.4438 0.4089 0.4185 0.4224 0.4357 0.3753 -0.0735 0.0616 0.3481 -0.7034 -0.4966 -0.7959 -0.4192 0.3153 0.3899 -0.6840 -0.2002 -0.9051 -0.2658 0.2512 0.3908 0.4619 0.5266 0.2450 0.4809 0.4280 0.4441 0.4404 -0.4267 0.2375 -0.3784 -0.8347 -0.1805 -0.8932 0.7655 -0.4816 0.6678 0.4464 0.4107 0.4650 -0.2632 0.7798 0.0254

(6)
# C27H32BrIN8O3PPdTe

A structure of composition C27H32BrIN8O3PPdTe (ωB97M-V/def2-TZVPD, OMol25).

Geometry (Å):
Pd -0.16 0.52 0.90
C 1.63 -2.88 -0.02
C 0.72 -2.79 1.15
N -0.05 -1.76 1.45
C -0.77 -2.12 2.57
C -0.42 -3.37 2.95
N 0.52 -3.79 2.04
C 1.27 -5.03 2.15
N 1.69 -5.23 3.50
N 1.31 -6.34 4.20
N 1.73 -6.24 5.40
C 2.39 -5.04 5.55
C 3.00 -4.46 6.66
C 3.55 -3.21 6.50
C 3.50 -2.54 5.27
C 2.90 -3.10 4.15
C 2.36 -4.37 4.32
H 1.51 -1.99 -0.63
H 1.40 -3.77 -0.62
H 2.68 -2.94 0.29
H -1.46 -1.44 3.04
H -0.76 -3.99 3.77
H 2.14 -4.97 1.49
H 0.67 -5.89 1.86
H 3.03 -4.99 7.61
H 4.02 -2.72 7.34
H 3.93 -1.55 5.19
H 2.86 -2.56 3.21
Br 2.11 5.43 -1.80
C 0.31 5.08 -2.27
C -0.19 5.70 -3.40
C -1.51 5.47 -3.79
C -2.32 4.63 -3.04
C -1.81 4.01 -1.90
C -0.50 4.23 -1.52
I 0.21 3.25 0.23
H 0.45 6.35 -3.97
H -1.90 5.96 -4.67
H -3.34 4.47 -3.32
H -2.44 3.36 -1.32
N -2.39 2.02 2.48
C -1.90 1.10 1.98
H -2.77 2.84 2.90
C 5.45 -1.98 2.09
C 4.80 -0.61 2.12
O 3.76 -0.57 1.14
P 2.75 0.66 0.97
O 1.92 0.36 -0.23
Te 1.46 0.96 3.00
O 3.64 1.95 0.70
C 4.39 2.63 1.74
C 3.81 3.98 2.07
H 6.25 -2.01 2.82
H 5.85 -2.18 1.10
H 4.73 -2.76 2.33
H 5.54 0.16 1.89
H 4.38 -0.41 3.11
H 5.41 2.73 1.35
H 4.43 2.01 2.65
H 3.78 4.59 1.17
H 4.43 4.48 2.81
H 2.80 3.89 2.47
N -0.28 0.92 -2.30
C -1.43 0.26 -1.98
C -2.53 0.22 -2.85
C -3.65 -0.48 -2.47
C -3.68 -1.13 -1.24
C -2.58 -1.03 -0.43
N -1.48 -0.33 -0.78
H -0.13 1.14 -3.27
H 0.55 0.67 -1.78
H -2.47 0.72 -3.81
H -4.50 -0.53 -3.14
H -4.54 -1.71 -0.93
H -2.55 -1.51 0.54

As for the energy above the lowest of the compared OMol25 structures with the same formula, charge and spin: 199.5 kJ/mol. As for the energy: -144782.6373 eV. As for the total charge: +1.

Atom-resolved charges from Mulliken, all expressed in e: 0.4730 -1.6524 0.6741 1.0813 -1.1329 -0.6446 0.2721 -0.9014 0.6625 -0.8275 -0.4869 0.3635 -0.7449 -0.7235 -0.9111 0.1300 0.9182 0.0209 0.5739 0.2397 0.5570 0.4938 0.4823 0.2743 0.4309 0.4013 0.3421 0.3437 -0.1764 0.2157 -0.3779 -0.6016 -0.6535 -0.4445 0.1969 0.3478 0.4040 0.3777 0.4101 0.4275 -0.0596 -0.1557 0.2498 -1.3296 -0.0280 -0.1785 0.5280 -0.7141 -0.1398 -0.3632 -0.1060 -1.0220 0.3971 0.3806 0.2528 0.3335 0.2273 0.3732 0.2308 0.2194 0.3994 0.1884 0.0784 0.3502 -0.9997 -0.3241 -0.9370 -0.1795 0.5645 0.2972 -0.0109 0.4290 0.4233 0.4541 0.3357

(7)
# C27H32F6N2O6PReS

A structure of composition C27H32F6N2O6PReS (ωB97M-V/def2-TZVPD, OMol25).

Geometry (Å):
Re -2.54 -0.31 -0.04
C 1.22 -3.24 3.06
C 0.25 -3.65 1.93
O -0.49 -2.48 1.47
P -1.95 -2.51 0.83
O -1.83 -3.67 -0.24
C -1.30 -3.34 -1.58
C 0.18 -3.64 -1.61
O -2.94 -3.20 1.89
C -4.31 -3.61 1.43
C -5.37 -2.98 2.32
H 2.04 -4.05 3.07
H 0.62 -3.15 3.96
H 1.74 -2.31 2.81
H -0.41 -4.37 2.37
H 0.79 -3.99 1.08
H -1.53 -2.32 -1.91
H -1.82 -3.98 -2.34
H 0.66 -2.98 -0.89
H 0.61 -3.44 -2.53
H 0.40 -4.67 -1.30
H -4.36 -4.64 1.38
H -4.46 -3.17 0.34
H -5.17 -3.23 3.41
H -6.30 -3.38 1.93
H -5.48 -1.90 2.27
N -5.61 -0.87 -0.75
C -4.50 -0.69 -0.47
C -3.47 0.97 -3.34
C -2.52 1.67 -2.46
O -1.91 0.84 -1.54
C -1.30 2.10 -3.32
F -0.33 2.63 -2.57
F -0.74 1.03 -3.95
F -1.58 3.04 -4.25
C -3.12 2.86 -1.70
F -3.28 3.94 -2.50
F -4.36 2.67 -1.24
F -2.36 3.27 -0.67
H -2.94 0.11 -3.74
H -3.90 1.69 -4.03
H -4.33 0.51 -2.75
S -3.88 0.12 2.96
C -2.62 -0.03 2.00
C 5.96 1.89 -2.28
C 4.72 2.60 -1.72
C 4.53 3.91 -2.06
C 3.39 4.59 -1.74
C 2.43 3.98 -0.96
C 2.57 2.63 -0.58
N 1.61 1.99 0.23
C 1.87 1.55 1.50
C 3.10 1.84 2.15
C 3.30 1.52 3.43
C 2.27 1.02 4.24
C 1.05 0.57 3.63
C 0.94 0.87 2.28
C -0.35 0.41 1.80
O -1.30 0.21 2.66
O -0.61 0.31 0.54
C 3.65 1.94 -1.05
C 3.71 0.44 -0.79
H 6.78 2.56 -2.43
H 5.62 1.58 -3.26
H 6.25 0.96 -1.88
H 5.35 4.40 -2.58
H 3.48 5.65 -1.94
H 1.53 4.50 -0.59
H 0.71 1.82 -0.15
H 3.97 2.16 1.59
H 4.22 1.49 3.88
H 2.31 0.86 5.31
H 0.33 -0.04 4.22
H 4.08 -0.12 -1.68
H 2.70 0.18 -0.57
H 4.36 0.07 0.01

The expectation value of S² is 2.024. The multiplicity is 3. As for the energy: -82343.1173 eV. As for the total charge: 0.

Atom-resolved charges from Mulliken, all expressed in e: 1.6663 -1.1615 -0.1871 0.0374 0.0623 -0.5027 0.2669 -1.0047 -0.3826 -0.2672 -1.0759 0.3821 0.3471 0.1890 0.2900 0.2398 -0.2009 0.3580 0.0237 0.4991 0.2876 0.5046 0.2270 0.2765 0.3963 0.1195 -0.7449 0.1827 -1.7835 1.1356 -0.3223 0.4506 -0.1296 -0.2689 -0.2773 0.4149 -0.2930 -0.2674 -0.1839 0.4037 0.4655 0.2904 -0.1973 0.1384 -1.8776 0.6807 -0.4014 -1.0586 -0.0955 -0.5054 0.7860 1.2986 -1.0234 -0.9739 -1.0377 -0.3974 0.0675 1.1412 -0.4344 -1.0495 1.2805 -1.4726 0.4150 0.4139 0.3781 0.3373 0.3613 0.4288 -0.4500 0.3654 0.5626 0.3776 0.4666 0.5458 0.1631 0.3033